# C24H41As2ClINPRb

C24H41As2ClINPRb as an isolated structure (ωB97M-V/def2-TZVPD, the Open Molecules 2025 dataset).

XYZ file:
```
72
Properties=species:S:1:pos:R:3
Rb -0.2910 -1.1618 0.7959
C 0.3080 3.8152 0.2215
As 0.5646 2.1323 1.2147
C -0.2194 2.7539 2.9073
C 2.4625 2.3839 1.6429
C 2.9123 3.6336 2.0651
C 4.2566 3.8730 2.2947
C 5.1730 2.8527 2.0872
C 4.7286 1.6044 1.6821
C 3.3765 1.3404 1.4642
As 2.7193 -0.4854 1.0366
C 4.1834 -1.4882 1.8560
C 3.3857 -0.4945 -0.8077
H 0.6629 4.6776 0.7835
H -0.7523 3.9483 0.0080
H 0.8500 3.7591 -0.7220
H 0.2485 3.6775 3.2477
H -0.0937 1.9879 3.6722
H -1.2849 2.9302 2.7635
H 2.2066 4.4418 2.2211
H 4.5880 4.8478 2.6299
H 6.2301 3.0294 2.2440
H 5.4583 0.8173 1.5364
H 5.1425 -1.2785 1.3824
H 3.9600 -2.5453 1.7419
H 4.2488 -1.2455 2.9173
H 4.4291 -0.1778 -0.8199
H 2.8007 0.1958 -1.4179
H 3.2996 -1.5001 -1.2153
Cl 1.5525 -3.1996 0.5349
I -3.0721 -0.0241 2.8998
C -1.7400 -1.1815 4.0740
C -2.0764 -1.5410 5.3669
C -1.1682 -2.3423 6.0463
C 0.0037 -2.7369 5.4175
C 0.2394 -2.3023 4.1223
N -0.6291 -1.5313 3.4683
H -3.0033 -1.2142 5.8144
H -1.3849 -2.6621 7.0573
H 0.7203 -3.3711 5.9200
H 1.1289 -2.5843 3.5671
C -4.2181 -2.0081 -1.5407
C -3.6053 -0.6918 -2.0308
C -4.2864 -0.2020 -3.3082
P -1.7446 -0.8833 -1.9586
C -1.3099 -2.3465 -3.0334
C -2.0053 -2.5456 -4.3801
C 0.2182 -2.3738 -3.1647
C -1.0468 0.6357 -2.8013
C -1.0829 0.7642 -4.3232
C -1.6750 1.8597 -2.1271
H -5.2761 -1.8737 -1.3076
H -3.7142 -2.3622 -0.6382
H -4.1381 -2.7861 -2.3022
H -3.7889 0.0594 -1.2531
H -4.0680 -0.8386 -4.1631
H -3.9915 0.8171 -3.5544
H -5.3703 -0.2019 -3.1603
H -1.5874 -3.1931 -2.3944
H -1.8882 -1.6891 -5.0410
H -3.0693 -2.7434 -4.2543
H -1.5699 -3.4149 -4.8802
H 0.5839 -1.5327 -3.7583
H 0.5343 -3.2936 -3.6597
H 0.6999 -2.3474 -2.1840
H 0.0073 0.6056 -2.4977
H -2.0942 0.6855 -4.7194
H -0.4615 0.0086 -4.8013
H -0.6872 1.7429 -4.6097
H -2.7104 1.9982 -2.4430
H -1.1216 2.7622 -2.3923
H -1.6575 1.7543 -1.0399
```

Summary:
F_max, eV/A: 1.42
Multiplicity: 1
HOMO level, eV: -7.39
ΔE to the lowest compared entry with this formula, charge and spin, kcal per mole: 0.0
E_LUMO, eV: 0.1
Gap between HOMO and LUMO, eV: 7.5
Total energy, eV: -179288.4587

Löwdin population analysis, charges in e, atoms 1 to 4: number 1, Rb, carries 0.340; number 2, C, carries -0.320; number 3, As, carries 1.085; number 4, C, carries -0.328